Record 1
The following is a DFT calculation (ωB97M-V with the def2-TZVPD basis set) of C31H35CdClN2Si2 as an isolated structure.

Structure (XYZ):
```
72
Properties=species:S:1:pos:R:3:forces:R:3:lowdin_charge:R:1
C 6.35645 -0.52187 0.15801 -0.3 0.0 0.1 -0.23
C 5.30139 -1.48097 0.08527 0.1 0.4 -0.3 -0.29
C 4.43248 -1.08114 -0.99725 0.8 0.4 0.0 -0.27
H 5.24915 -2.42121 0.63195 0.1 0.1 -0.2 0.07
C 4.95505 0.13030 -1.53417 -0.2 -0.3 0.2 -0.20
C 6.11627 0.47693 -0.80966 0.1 -0.3 0.1 -0.21
H 6.76484 1.33177 -0.99839 -0.2 -0.2 0.0 0.08
H 7.22787 -0.57705 0.81453 -0.3 0.0 -0.1 0.08
H 3.66194 -1.69913 -1.45360 0.0 0.3 0.2 0.07
H 4.54716 0.66901 -2.39157 0.1 -0.2 0.3 0.08
Cd 3.36025 -0.23005 1.21171 -0.4 -0.2 -0.9 1.19
Si -3.87446 1.61461 0.71167 -0.3 0.3 0.5 0.72
C -4.89191 0.16107 1.27332 0.0 -0.3 0.1 -0.34
C -6.16230 0.19406 1.87437 0.1 -0.6 0.0 -0.09
H -6.66526 1.14534 2.05732 0.2 -0.2 0.0 0.10
C -6.79379 -1.00431 2.24245 0.0 -0.2 -0.1 -0.09
H -7.78385 -0.98963 2.71537 0.5 0.1 -0.2 0.10
C -6.17637 -2.24400 2.00500 0.3 0.3 -0.1 -0.09
H -6.65245 -3.18142 2.32336 0.2 0.5 -0.2 0.10
C -4.92664 -2.27345 1.36586 -0.3 -0.1 0.1 -0.09
H -4.44125 -3.22902 1.14537 -0.2 0.3 0.1 0.09
C -4.29903 -1.08092 1.00161 -0.4 -0.4 0.2 -0.13
H -3.32939 -1.13301 0.50197 -0.3 0.1 0.1 0.08
C -4.38273 1.99867 -1.03972 -0.7 0.5 -0.2 -0.32
C -5.12552 1.10424 -1.82923 0.4 0.1 -0.6 -0.09
H -5.60996 0.22801 -1.39603 0.5 0.0 0.0 0.10
C -5.27637 1.33460 -3.20488 -0.1 0.3 -0.1 -0.09
H -5.75290 0.58501 -3.84410 0.0 0.3 0.3 0.10
C -4.80906 2.52202 -3.78185 0.2 0.0 0.4 -0.09
H -4.90516 2.70272 -4.86000 0.0 -0.1 0.5 0.10
C -4.24682 3.50141 -2.94862 -0.2 0.0 -0.1 -0.09
H -3.92404 4.45458 -3.37705 -0.2 -0.3 0.2 0.10
C -4.08665 3.26199 -1.58022 0.2 -0.4 -0.5 -0.12
H -3.74774 4.05900 -0.91634 0.3 -0.2 -0.3 0.10
H -2.43421 1.26706 0.91499 -0.4 0.0 -0.4 -0.06
Si 0.94403 -0.13156 0.43456 2.3 -0.6 0.7 0.13
C 0.87965 0.31637 -1.35484 -0.1 0.1 -0.7 -0.35
C 0.36720 -0.61999 -2.27450 0.2 0.5 -0.2 -0.10
H -0.02308 -1.57649 -1.91800 0.0 0.3 -0.1 0.10
C 0.37935 -0.34443 -3.64699 -0.1 0.1 0.0 -0.09
H -0.06073 -1.06956 -4.34106 0.2 0.3 0.2 0.10
C 0.91122 0.86106 -4.12625 0.1 -0.2 0.3 -0.09
H 0.85744 1.10397 -5.19509 0.1 -0.2 0.5 0.10
C 1.52012 1.74995 -3.22738 -0.3 -0.1 0.4 -0.09
H 1.99106 2.66459 -3.59341 -0.1 -0.3 0.1 0.10
C 1.50247 1.48429 -1.84668 -0.3 -0.3 -0.6 -0.12
H 1.99436 2.17855 -1.15848 -0.2 -0.2 -0.2 0.09
C 0.34629 -1.86467 0.73876 -0.8 -0.5 0.3 -0.38
C 1.14802 -2.97472 0.36820 -0.5 0.3 0.1 -0.13
H 2.15562 -2.81382 -0.03051 -0.4 0.0 0.0 0.07
C 0.67555 -4.27597 0.53484 0.0 0.2 0.0 -0.09
H 1.29706 -5.11057 0.21743 -0.1 0.1 0.1 0.10
C -0.58598 -4.50758 1.08848 -0.1 0.4 0.0 -0.09
H -0.95331 -5.53011 1.21412 0.1 0.4 -0.1 0.10
C -1.36352 -3.41577 1.49473 0.1 -0.1 0.1 -0.09
H -2.35523 -3.58363 1.91506 0.3 0.0 0.0 0.09
C -0.89200 -2.10467 1.36002 0.3 -0.5 -0.3 -0.12
H -1.48005 -1.26264 1.74213 0.1 -0.3 -0.2 0.08
H -4.10328 2.81546 1.56189 -0.1 0.0 -0.1 -0.03
Cl 0.18542 1.34009 1.67651 -0.7 0.3 0.2 0.22
N 4.03051 2.01595 1.37493 0.6 1.3 0.0 -0.07
C 5.01441 2.22584 2.49308 -0.1 0.2 -0.8 -0.25
C 4.79055 1.24407 3.61814 -0.3 -0.9 0.2 -0.26
N 4.73449 -0.13617 3.05164 0.5 -0.2 0.5 -0.09
H 4.49498 2.18880 0.47180 0.0 -0.3 0.4 0.07
H 3.27666 2.72141 1.41718 0.4 -0.7 0.2 0.08
H 6.03113 2.06534 2.10509 -0.3 0.1 -0.1 0.11
H 4.95415 3.25143 2.87044 0.1 -0.1 0.0 0.11
H 5.60427 1.29849 4.34336 0.0 0.3 0.0 0.11
H 3.84941 1.44203 4.15544 0.2 -0.1 -0.3 0.12
H 5.63813 -0.39320 2.62700 -0.4 0.3 0.1 0.06
H 4.56864 -0.84735 3.76690 -0.1 0.4 -0.1 0.09
```
Forces are in eV/Å.

Total energy = -68537.7310 eV
Total charge = 0
Highest occupied orbital energy = -6.68 eV
HOMO-LUMO gap = 0.257 Ha
Lowest unoccupied orbital energy = 0.0117 Eh

Record 2
The following is a DFT calculation (ωB97M-V with the def2-TZVPD basis set) of C31H35ClN2PbSi2 as an isolated structure.

Structure (XYZ):
```
72
Properties=species:S:1:pos:R:3:forces:R:3:lowdin_charge:R:1
C 1.71784 1.66800 5.30630 -0.5 -0.2 0.1 -0.20
C 2.66781 1.77547 4.26972 0.3 -0.4 -0.4 -0.23
C 1.96549 1.97605 3.04614 -0.1 -0.3 0.0 -0.31
H 3.74797 1.72392 4.38564 -0.2 0.2 0.0 0.09
C 0.56815 1.94153 3.34300 0.0 0.0 0.0 -0.23
C 0.42783 1.77553 4.74099 0.5 0.3 0.0 -0.20
H -0.50111 1.82832 5.30215 0.1 -0.1 -0.2 0.10
H 1.94059 1.56875 6.36727 0.0 0.0 -0.2 0.09
H 2.39670 2.19248 2.06844 -0.1 -0.1 0.3 0.10
H -0.23888 2.12327 2.63555 0.2 0.0 0.1 0.09
Pb 1.58951 -0.67865 3.04217 -0.6 1.1 -0.8 1.44
Si 0.97263 0.30333 -2.59332 -0.1 1.5 -0.4 0.74
C 1.33600 -1.12967 -3.74437 0.1 0.2 0.1 -0.28
C 0.24274 -1.81185 -4.29072 0.2 -0.5 -0.4 -0.11
H -0.77348 -1.49401 -4.07032 0.2 0.0 0.1 0.10
C 0.43002 -2.91531 -5.12691 0.0 0.3 0.2 -0.08
H -0.43785 -3.44443 -5.51392 0.2 0.0 0.0 0.10
C 1.71934 -3.32228 -5.46290 0.3 0.1 0.1 -0.10
H 1.87782 -4.20047 -6.10266 0.0 0.5 0.3 0.10
C 2.80962 -2.59844 -4.97040 0.1 0.2 0.1 -0.09
H 3.82559 -2.87896 -5.24273 -0.2 -0.1 0.0 0.09
C 2.62841 -1.50214 -4.11289 -0.2 -0.5 -0.3 -0.09
H 3.48436 -0.94357 -3.72044 -0.2 -0.3 -0.2 0.10
C -0.41582 1.15432 -3.68275 0.0 0.5 0.1 -0.25
C -0.09765 1.53959 -5.00966 -0.3 -0.2 0.0 -0.10
H 0.94791 1.56932 -5.33842 -0.4 -0.2 0.1 0.10
C -1.10275 1.85463 -5.93956 0.0 0.0 0.2 -0.09
H -0.85263 2.11326 -6.97374 0.1 -0.1 0.4 0.10
C -2.45410 1.80968 -5.56888 0.3 -0.1 0.0 -0.10
H -3.23948 1.97064 -6.30922 0.2 0.0 0.2 0.10
C -2.77739 1.56152 -4.23970 0.2 0.1 -0.2 -0.09
H -3.82316 1.54011 -3.93137 0.3 0.1 0.0 0.10
C -1.75888 1.30697 -3.31641 -0.3 -0.3 0.1 -0.12
H -2.06028 1.22123 -2.27404 0.1 -0.3 -0.4 0.04
H 2.05802 1.32708 -2.43946 0.4 -0.1 -0.7 0.01
Si -2.13212 -0.56126 -0.33520 3.6 0.7 -0.5 0.39
C -2.23803 1.26341 0.09307 -0.8 0.0 0.2 -0.34
C -1.32749 2.28304 -0.22144 -0.1 0.0 0.3 -0.11
H -0.54182 2.15351 -0.96679 -0.2 -0.1 0.3 0.09
C -1.42348 3.52366 0.40704 -0.2 0.0 0.0 -0.09
H -0.62546 4.25431 0.27374 -0.4 0.0 -0.2 0.11
C -2.51713 3.81402 1.22094 -0.3 -0.4 0.2 -0.09
H -2.63652 4.80875 1.63996 0.1 -0.1 0.0 0.10
C -3.47292 2.82044 1.50050 0.1 0.0 0.0 -0.09
H -4.33654 3.00738 2.15258 0.5 0.1 -0.3 0.10
C -3.30689 1.54315 0.96744 0.3 0.5 -0.1 -0.15
H -4.01627 0.74749 1.22914 0.2 0.3 -0.1 0.09
C -0.41849 -1.00051 -0.96651 -2.8 -1.6 0.1 -0.45
C 0.79872 -0.17341 -0.75739 -0.5 2.3 -2.1 -0.44
H 0.69610 0.74521 -0.16829 -0.2 -0.2 0.1 0.08
C 2.07879 -0.83820 -0.47977 1.5 -1.0 2.0 -0.24
H 2.94629 -0.22242 -0.19070 -0.5 -0.3 0.0 0.08
C 2.16485 -2.20053 -0.56268 -0.1 1.0 0.0 -0.17
H 3.05709 -2.72114 -0.22277 0.0 0.0 -0.3 0.10
C 1.07537 -2.91065 -1.09628 -0.3 -1.8 -0.5 -0.17
H 1.22863 -3.94664 -1.38857 -0.1 0.1 0.1 0.08
C -0.18037 -2.33898 -1.28901 0.2 0.7 0.2 -0.20
H -0.98681 -2.93214 -1.72332 0.1 -0.1 0.4 0.11
H -3.40860 -1.14949 -0.64276 -0.4 -0.4 -0.5 -0.02
Cl -1.71441 -1.28758 1.60078 -0.5 -0.5 1.3 0.36
N -0.67320 -0.98821 4.32097 -0.3 -0.4 0.2 -0.14
C -0.57215 -1.27990 5.77437 -0.4 0.4 -0.7 -0.24
C 0.52072 -2.30089 5.98230 1.0 0.0 -0.1 -0.22
N 1.78117 -1.83708 5.27841 -0.1 -0.6 0.9 -0.12
H -1.32121 -0.21929 4.12565 0.4 -0.2 0.1 0.06
H -1.06957 -1.77800 3.80802 0.0 0.0 0.3 -0.01
H -0.33696 -0.32535 6.26182 0.0 -0.3 0.0 0.10
H -1.53538 -1.64499 6.17310 0.4 0.1 0.0 0.13
H 0.70127 -2.47679 7.05681 -0.1 0.1 -0.4 0.12
H 0.25161 -3.25964 5.52567 0.0 0.1 0.1 0.12
H 2.13560 -0.97600 5.68768 -0.2 0.1 0.4 0.04
H 2.53472 -2.52052 5.39889 -0.4 0.1 -0.1 0.09
```
Forces are in eV/Å.

Total energy = -69217.5268 eV
Total charge = 0
Highest occupied orbital energy = -4.37 eV
HOMO-LUMO gap = 0.139 Ha
Lowest unoccupied orbital energy = -0.0220 Eh

Record 3
The following is a DFT calculation (ωB97M-V with the def2-TZVPD basis set) of an isolated ion of composition C31H35N2O2S and charge +1.

Structure (XYZ):
```
71
Properties=species:S:1:pos:R:3:forces:R:3:lowdin_charge:R:1
C -4.17065 -0.15084 2.55163 0.4 0.2 -0.1 0.00
N -3.40070 -0.34068 1.32232 0.0 0.0 -0.9 -0.03
C -4.04032 -0.70481 0.17088 -0.5 0.0 0.7 -0.41
O -5.23134 -0.99739 0.07692 1.5 0.2 -0.2 0.06
C -3.01012 -0.64507 -0.95505 -0.4 -0.5 0.0 -0.20
C -3.46732 0.33652 -2.02736 -0.6 0.1 0.0 -0.08
C -3.72656 1.70437 -1.42223 0.0 0.1 -0.4 -0.23
C -4.99002 2.02161 -0.91246 0.0 0.5 0.2 -0.03
C -5.21910 3.26426 -0.29624 0.4 -0.5 -0.2 -0.06
C -4.17500 4.18865 -0.20305 0.0 0.2 0.2 -0.09
C -2.91897 3.88685 -0.73229 0.1 -0.6 -0.3 -0.08
C -2.70096 2.64686 -1.36217 -0.4 0.6 0.4 -0.05
N -1.78173 -0.24484 -0.30092 0.8 0.2 -0.1 -0.03
C -0.61692 -0.14943 -1.03944 0.1 0.3 1.4 -0.07
C 0.56127 0.36471 -0.55786 -1.2 -0.2 -0.5 -0.03
C 1.95584 0.17376 -1.17395 0.9 0.7 2.5 -0.30
C 2.98127 0.89067 -0.20972 -0.5 -0.1 -0.2 -0.16
C 4.30239 0.54436 -0.45709 0.2 -0.4 0.3 -0.07
C 5.31490 0.84156 0.44592 0.2 0.2 0.3 -0.06
C 4.98311 1.52897 1.62932 0.2 0.3 -0.2 -0.07
C 3.67819 2.00405 1.84532 0.1 -0.3 -0.7 -0.06
C 2.67501 1.74150 0.89324 0.7 -1.1 -0.2 -0.02
C -1.95623 0.04357 1.13325 -2.0 0.3 0.4 -0.22
C -1.13232 -0.73273 2.10596 0.4 -1.1 -0.3 -0.04
C -1.14297 -2.08544 2.12234 -0.2 1.5 -0.1 -0.02
C -0.31783 -2.89414 3.00199 0.7 -1.0 0.9 -0.22
C -0.41853 -4.30909 2.97363 0.1 0.9 0.0 -0.04
C 0.37683 -5.09984 3.80062 0.2 0.2 0.1 -0.08
C 1.30003 -4.50153 4.67331 -0.3 0.1 -0.3 -0.08
C 1.39977 -3.10495 4.71931 -0.2 0.0 -0.2 -0.08
C 0.60115 -2.30584 3.89878 -0.1 -0.5 -0.1 -0.03
H -5.19595 -0.48422 2.34969 0.4 0.1 0.0 0.09
H -3.76106 -0.73724 3.38402 0.0 0.2 -0.2 0.09
H -4.17462 0.91763 2.80958 -0.1 -0.3 0.1 0.10
H -2.89824 -1.66741 -1.34954 -0.1 0.2 -0.2 0.16
H -2.72240 0.37622 -2.83218 -0.2 0.1 0.1 0.11
H -4.40736 -0.05552 -2.43559 0.2 0.0 -0.1 0.13
H -5.79395 1.29095 -0.99906 0.2 0.2 0.1 0.12
H -6.20198 3.47592 0.12602 0.3 0.0 -0.2 0.11
H -4.34117 5.15824 0.29087 0.1 -0.5 -0.3 0.11
H -2.08784 4.58631 -0.65559 -0.3 0.0 0.0 0.10
H -1.74079 2.41914 -1.82321 -0.1 0.1 0.2 0.10
H -0.76996 -0.53590 -2.05109 0.4 -0.2 0.3 0.13
H 0.45767 0.97498 0.37588 0.4 -1.1 -1.0 0.09
H 2.31240 -0.83456 -1.35294 -0.4 -0.9 1.3 0.14
H 4.51932 -0.08955 -1.33287 -0.1 0.4 0.8 0.07
H 6.34618 0.50372 0.23268 -0.7 0.3 0.3 0.12
H 5.77105 1.75503 2.35967 -0.4 -0.2 -0.3 0.11
H 3.42237 2.55646 2.75694 0.2 -0.2 -0.5 0.11
H 1.67044 2.10708 1.09739 0.3 -0.1 -0.2 0.10
H -1.88055 1.12750 1.38658 0.1 -0.4 -0.5 0.16
H -0.56603 -0.12077 2.80469 0.1 -0.3 -0.1 0.10
H -1.83500 -2.61878 1.45796 0.3 0.2 0.1 0.13
H -1.13794 -4.75030 2.28186 0.2 0.0 0.2 0.11
H 0.28352 -6.18554 3.76359 0.0 0.3 0.0 0.11
H 1.94394 -5.12071 5.30105 -0.3 0.2 -0.2 0.11
H 2.10727 -2.62339 5.39481 -0.2 -0.2 -0.1 0.11
H 0.68203 -1.21707 3.94271 0.1 -0.4 0.1 0.10
C 4.67933 -0.84131 -3.65827 0.3 -0.9 -0.1 -0.15
S 3.53588 0.49857 -3.71377 0.4 3.4 0.0 0.94
C 2.96729 0.31737 -5.43933 0.3 -0.1 0.0 -0.12
C 2.05173 0.66644 -2.55611 -1.1 0.3 -1.6 -0.18
O 4.23281 1.80949 -3.58338 -0.8 -2.4 -0.4 -0.34
H 4.21306 -1.81894 -3.65594 -0.5 -0.1 0.0 0.10
H 5.25489 -0.76370 -4.57808 0.0 0.2 0.0 0.08
H 5.36379 -0.82145 -2.82813 0.0 0.5 0.3 0.07
H 2.22988 -0.47054 -5.62725 0.1 0.1 0.4 0.09
H 2.59826 1.28244 -5.82139 0.2 -0.3 0.5 0.10
H 3.91448 0.05187 -5.93889 -0.5 0.3 0.0 0.07
H 1.20334 0.23127 -3.09487 0.2 0.3 -0.4 0.11
H 2.04176 1.73461 -2.50341 -0.1 0.9 -0.8 0.12
```
Forces are in eV/Å.

Total energy = -50615.6700 eV
Total charge = +1
Highest occupied orbital energy = -10.44 eV
HOMO-LUMO gap = 0.270 Ha
Lowest unoccupied orbital energy = -0.1134 Eh